# C8H8N2O3

C8H8N2O3 in the gas phase (ωB97M-V with the def2-TZVPD basis set, OMol25).

As for the HOMO energy: -9.34 eV. The SMILES is NC(=O)[C@H](c1ccccc1)[N+](=O)[O-]. The energy above the lowest of the compared OMol25 structures with the same formula, charge and spin comes out at 75.48 kcal/mol.

```
! RIJCOSX wB97M-V def2-TZVPD def2/J DEFGRID3
* xyz 0 1
N 2.258 -0.017 2.450
C 1.512 -0.412 1.370
O 1.694 -1.386 0.688
C 0.333 0.690 0.906
C -0.407 0.048 -0.227
C -1.756 0.112 -0.196
C -2.570 -0.415 -1.222
C -1.924 -1.115 -2.196
C -0.572 -1.134 -2.263
C 0.238 -0.561 -1.273
N 1.096 1.948 0.771
O 1.150 2.592 1.778
O 1.503 2.219 -0.318
H 1.983 0.734 3.064
H 2.986 -0.628 2.775
H -0.219 0.891 1.848
H -2.318 0.701 0.650
H -3.572 -0.431 -1.201
H -2.650 -1.685 -2.864
H 0.035 -1.633 -3.085
H 1.199 -0.516 -1.455
*
```

# C8H8N2O3

2 unconnected molecules or ions with the total composition C8H8N2O3 (ωB97M-V with the def2-TZVPD basis set, OMol25).

As for the HOMO energy: -8.89 eV. The SMILES is [O-][N+]#Cc1ccccc1.C[N+](=O)[O-]. The energy above the lowest of the compared OMol25 structures with the same formula, charge and spin comes out at 151.90 kcal/mol.

```
! RIJCOSX wB97M-V def2-TZVPD def2/J DEFGRID3
* xyz 0 1
O -1.986 -2.595 -0.273
N -1.017 -1.914 -0.411
C 0.014 -1.418 -0.214
C 1.181 -0.672 -0.360
C 2.321 -1.063 0.349
C 3.417 -0.292 0.127
C 3.339 1.011 -0.368
C 2.145 1.494 -0.866
C 1.061 0.597 -0.938
H 2.439 -1.981 0.969
H 4.426 -0.421 0.582
H 4.205 1.770 -0.391
H 2.079 2.615 -1.139
H 0.024 0.705 -1.323
C -3.516 -0.104 1.039
N -3.248 0.940 0.033
O -2.115 0.984 -0.362
O -4.204 1.525 -0.381
H -4.517 0.069 1.582
H -3.289 -1.113 0.631
H -2.760 -0.137 1.714
*
```

# C8H8N3

A gas-phase ion, C8H8N3 (charge +1) (ωB97M-V with the def2-TZVPD basis set, OMol25).

As for the HOMO energy (alpha / beta): -13.37 / -13.25 eV. The SMILES is Cc1c#[n+]n2cc(C)nc2c1. The energy above the lowest of the compared OMol25 structures with the same formula, charge and spin comes out at 123.38 kcal/mol.

```
! RIJCOSX wB97M-V def2-TZVPD def2/J DEFGRID3
* xyz 1 1
C -3.455 -0.492 -1.344
C -2.048 -0.305 -1.423
C -1.329 0.608 -2.042
N -0.193 1.270 -1.894
N 0.538 0.982 -0.876
C 1.632 1.523 -0.343
C 1.981 0.753 0.829
C 3.148 0.689 1.728
N 0.989 -0.210 0.972
C 0.059 -0.092 0.013
C -1.189 -0.692 -0.241
H -4.125 -0.512 -2.137
H -3.721 0.357 -0.710
H -3.737 -1.302 -0.662
H 2.246 2.270 -0.824
H 3.091 1.407 2.500
H 3.141 -0.359 2.023
H 4.041 0.924 1.208
H -1.590 -1.462 0.326
*
```

# C8H8NO

A gas-phase ion, C8H8NO (charge +1) (ωB97M-V with the def2-TZVPD basis set, OMol25).

As for the HOMO energy: -13.52 eV. The SMILES is CC(=[N+]=O)c1ccccc1. The energy above the lowest of the compared OMol25 structures with the same formula, charge and spin comes out at 61.72 kcal/mol.

```
! RIJCOSX wB97M-V def2-TZVPD def2/J DEFGRID3
* xyz 1 1
C -2.380 1.306 0.601
C -1.795 -0.170 -0.098
N -2.783 -0.852 -0.414
O -3.683 -1.433 -0.757
C -0.339 -0.460 0.068
C 0.664 0.519 0.018
C 2.000 0.153 0.189
C 2.360 -1.175 0.320
C 1.312 -2.185 0.371
C -0.013 -1.826 0.141
H -2.763 1.965 -0.195
H -1.610 1.458 1.227
H -3.390 1.202 1.139
H 0.547 1.511 -0.346
H 2.808 0.917 0.060
H 3.412 -1.438 0.448
H 1.556 -3.193 0.506
H -0.832 -2.461 0.108
*
```

Repeat the first record exactly.
# C8H8N2O3

C8H8N2O3 in the gas phase (ωB97M-V with the def2-TZVPD basis set, OMol25).

As for the HOMO energy: -9.34 eV. The SMILES is NC(=O)[C@H](c1ccccc1)[N+](=O)[O-]. The energy above the lowest of the compared OMol25 structures with the same formula, charge and spin comes out at 75.48 kcal/mol.

```
! RIJCOSX wB97M-V def2-TZVPD def2/J DEFGRID3
* xyz 0 1
N 2.258 -0.017 2.450
C 1.512 -0.412 1.370
O 1.694 -1.386 0.688
C 0.333 0.690 0.906
C -0.407 0.048 -0.227
C -1.756 0.112 -0.196
C -2.570 -0.415 -1.222
C -1.924 -1.115 -2.196
C -0.572 -1.134 -2.263
C 0.238 -0.561 -1.273
N 1.096 1.948 0.771
O 1.150 2.592 1.778
O 1.503 2.219 -0.318
H 1.983 0.734 3.064
H 2.986 -0.628 2.775
H -0.219 0.891 1.848
H -2.318 0.701 0.650
H -3.572 -0.431 -1.201
H -2.650 -1.685 -2.864
H 0.035 -1.633 -3.085
H 1.199 -0.516 -1.455
*
```

> The lowest energy above the lowest of the compared OMol25 structures with the same formula, charge and spin belongs to which entry?

C8H8NO

What did the third record say?
# C8H8N3

A gas-phase ion, C8H8N3 (charge +1) (ωB97M-V with the def2-TZVPD basis set, OMol25).

As for the HOMO energy (alpha / beta): -13.37 / -13.25 eV. The SMILES is Cc1c#[n+]n2cc(C)nc2c1. The energy above the lowest of the compared OMol25 structures with the same formula, charge and spin comes out at 123.38 kcal/mol.

```
! RIJCOSX wB97M-V def2-TZVPD def2/J DEFGRID3
* xyz 1 1
C -3.455 -0.492 -1.344
C -2.048 -0.305 -1.423
C -1.329 0.608 -2.042
N -0.193 1.270 -1.894
N 0.538 0.982 -0.876
C 1.632 1.523 -0.343
C 1.981 0.753 0.829
C 3.148 0.689 1.728
N 0.989 -0.210 0.972
C 0.059 -0.092 0.013
C -1.189 -0.692 -0.241
H -4.125 -0.512 -2.137
H -3.721 0.357 -0.710
H -3.737 -1.302 -0.662
H 2.246 2.270 -0.824
H 3.091 1.407 2.500
H 3.141 -0.359 2.023
H 4.041 0.924 1.208
H -1.590 -1.462 0.326
*
```

Please write out number 1 again, unchanged.
# C8H8N2O3

C8H8N2O3 in the gas phase (ωB97M-V with the def2-TZVPD basis set, OMol25).

As for the HOMO energy: -9.34 eV. The SMILES is NC(=O)[C@H](c1ccccc1)[N+](=O)[O-]. The energy above the lowest of the compared OMol25 structures with the same formula, charge and spin comes out at 75.48 kcal/mol.

```
! RIJCOSX wB97M-V def2-TZVPD def2/J DEFGRID3
* xyz 0 1
N 2.258 -0.017 2.450
C 1.512 -0.412 1.370
O 1.694 -1.386 0.688
C 0.333 0.690 0.906
C -0.407 0.048 -0.227
C -1.756 0.112 -0.196
C -2.570 -0.415 -1.222
C -1.924 -1.115 -2.196
C -0.572 -1.134 -2.263
C 0.238 -0.561 -1.273
N 1.096 1.948 0.771
O 1.150 2.592 1.778
O 1.503 2.219 -0.318
H 1.983 0.734 3.064
H 2.986 -0.628 2.775
H -0.219 0.891 1.848
H -2.318 0.701 0.650
H -3.572 -0.431 -1.201
H -2.650 -1.685 -2.864
H 0.035 -1.633 -3.085
H 1.199 -0.516 -1.455
*
```